No. 1
45
Properties=species:S:1:pos:R:3:forces:R:3:mulliken_charge:R:1 method="wB97M-V/def2-TZVPD" charge=+3 lumo_energy_ev="-9.693 / -14.572" homo_lumo_gap_ev="8.0229 / 3.6723" spin_multiplicity=5 e_tot_ha=-2104.3341 homo_energy_ev="-17.7 / -18.2" s2=6.048
C 6.7711 -0.4531 -1.7014 0.75 -0.50 0.58 -0.87
C 5.4084 0.0020 -1.2666 -0.01 0.69 -2.07 0.71
H 7.2828 -0.9212 -0.8588 -0.03 0.05 -0.08 0.34
H 7.3388 0.4064 -2.0693 -0.23 0.19 0.08 0.37
H 6.6685 -1.1584 -2.5312 -0.30 0.04 0.03 0.37
O 4.9023 -0.0990 -0.1961 -0.30 0.22 -0.31 -0.03
Cl 4.5049 0.7989 -2.6465 0.42 -0.63 1.63 0.09
Ru 0.4577 -0.3675 0.2745 0.33 0.76 -2.22 0.01
P 0.1186 -2.4674 -0.6464 0.06 -2.57 -0.55 1.15
C -0.4042 -3.8168 0.4774 0.09 0.60 0.19 -1.28
C -1.1505 -2.4968 -1.9669 0.09 0.89 0.26 -1.27
H 1.9441 -2.4242 -2.2134 -0.05 -0.16 0.00 0.36
H 1.3731 -4.1066 -1.9669 -0.14 0.17 0.18 0.42
H 2.3913 -3.3018 -0.7358 -0.09 -0.09 -0.06 0.35
C 1.6003 -3.1541 -1.4759 0.18 0.64 0.19 -1.14
H -0.8789 -1.7466 -2.7138 -0.04 -0.16 -0.06 0.39
H -1.2134 -3.4864 -2.4328 0.12 0.12 0.26 0.44
H -0.5330 -4.7564 -0.0696 0.05 0.23 -0.04 0.43
H -1.3478 -3.5433 0.9574 0.05 -0.11 -0.03 0.38
H -2.1207 -2.2295 -1.5397 -0.02 -0.18 -0.07 0.34
H 0.3497 -3.9509 1.2578 -0.07 -0.05 -0.07 0.42
C 0.0318 -0.9105 1.9592 -0.97 -2.32 5.27 0.31
O -0.2421 -1.2593 3.0424 0.78 1.28 -3.55 -0.31
Cl 1.0146 0.3445 -1.9334 0.21 -0.10 0.39 -0.43
C -3.7157 1.9480 -1.0413 -0.35 -0.06 -0.66 -0.89
N -3.0623 2.2086 0.2351 0.65 0.03 0.53 0.26
C -3.5029 3.3633 1.0115 -0.34 0.87 0.11 -0.69
C -1.8746 1.4698 0.6160 0.69 0.43 0.79 0.27
N -1.4299 0.4955 -0.1233 -1.16 0.81 0.54 -0.14
N -1.1176 1.8717 1.7703 -1.93 -0.69 -2.55 0.29
C -1.7342 1.9464 3.0836 -0.45 0.20 0.84 -1.09
C 0.2950 2.1943 1.6637 0.49 0.06 0.11 -1.05
H -4.5523 2.6511 -1.2375 0.64 -0.42 0.49 0.35
H -4.1243 0.9186 -1.0581 0.27 0.34 0.00 0.38
H -2.9818 2.0816 -1.8663 -0.26 -0.20 0.44 0.42
H -3.9072 3.0544 1.9920 0.37 0.01 -0.29 0.34
H -2.6575 4.0721 1.1519 -0.33 -0.57 0.11 0.35
H -4.3181 3.9243 0.5104 0.58 -0.66 0.00 0.35
H -1.9233 0.1764 -0.9660 0.20 0.77 0.22 0.07
H -1.1871 1.2871 3.7893 -0.20 0.39 -0.38 0.34
H -1.7036 2.9886 3.4667 -0.08 -0.61 -0.08 0.37
H -2.7792 1.5723 3.0652 0.69 0.27 -0.04 0.38
H 0.8966 1.5337 2.3210 -0.22 0.37 -0.15 0.34
H 0.6554 2.0991 0.6193 -0.22 0.22 0.27 0.41
H 0.4574 3.2414 1.9926 0.08 -0.52 -0.24 0.38

=====

No. 2
46
Properties=species:S:1:pos:R:3:forces:R:3:mulliken_charge:R:1 method="wB97M-V/def2-TZVPD" charge=-1 lumo_energy_ev=2.064 homo_lumo_gap_ev=6.6541 e_tot_ha=-6338.1301 homo_energy_ev=-4.6
C 0.3648 -0.4507 1.0577 0.28 0.14 -0.23 -1.10
C 1.8867 -0.6368 1.0445 -0.64 -0.89 0.26 0.12
I 2.8502 1.2924 0.8487 0.21 0.17 -0.08 -0.08
C 2.3756 -1.4728 2.2196 0.30 0.80 -0.10 -0.99
Ga 2.3991 -0.6708 4.1178 0.21 -0.13 0.39 0.29
H 0.0787 0.5073 1.4777 -0.15 0.05 0.16 0.34
H -0.0885 -1.2424 1.6467 -0.05 -0.08 0.16 0.33
H -0.0215 -0.5233 0.0433 -0.14 0.15 -0.09 0.25
H 2.1520 -1.1349 0.1170 0.19 0.24 -0.26 0.02
H 1.7380 -2.3571 2.2080 -0.08 -0.22 0.09 0.35
H 3.3910 -1.8025 1.9956 0.16 -0.10 0.08 0.39
H 3.2292 -1.7233 5.0501 -0.06 -0.08 -0.09 -0.30
H 0.9296 -0.5244 4.7521 -0.11 0.09 -0.14 -0.25
H 3.2152 0.7192 4.1821 -0.08 -0.01 -0.11 -0.31
Cl -0.0116 -2.6678 -2.6864 -0.06 0.01 0.01 -0.18
C 1.7033 -2.6858 -3.1647 0.08 0.09 -0.04 -0.43
C 2.4337 -3.8780 -2.6020 0.05 -0.05 0.02 -0.49
Cl 2.5900 -3.7905 -0.8310 0.00 -0.03 -0.01 -0.12
H 2.1497 -1.7538 -2.8254 -0.02 0.00 0.05 0.24
H 1.7333 -2.7137 -4.2529 -0.01 -0.03 0.00 0.37
H 3.4418 -3.9130 -3.0126 0.00 0.04 0.00 0.29
H 1.9212 -4.8049 -2.8472 -0.03 0.00 0.02 0.33
Cl 0.8362 0.9773 -2.3610 -0.13 -0.18 -0.24 -0.05
C 0.8117 2.7358 -2.5807 0.19 0.05 0.07 -0.58
C -0.4563 3.3479 -2.0484 0.08 0.12 0.12 -0.40
Cl -1.8841 2.9014 -3.0272 -0.09 0.00 -0.05 -0.19
H 0.9500 2.9518 -3.6375 -0.05 -0.03 -0.01 0.35
H 1.6611 3.1303 -2.0225 -0.03 -0.01 0.07 0.23
H -0.3815 4.4336 -2.0750 -0.01 0.00 -0.04 0.30
H -0.6441 3.0318 -1.0259 -0.02 -0.07 -0.02 0.32
Cl -0.1316 -3.6185 5.1843 -0.07 -0.04 -0.03 -0.14
C -0.2715 -3.8829 6.9337 0.09 -0.07 -0.02 -0.46
C -1.4497 -3.1588 7.5353 -0.04 -0.03 0.07 -0.45
Cl -1.2470 -1.3913 7.5120 -0.02 0.01 -0.01 -0.17
H 0.6637 -3.5661 7.3897 0.00 0.07 -0.03 0.30
H -0.3943 -4.9546 7.0896 -0.02 0.00 0.02 0.30
H -1.5641 -3.4536 8.5780 0.03 -0.01 0.00 0.28
H -2.3667 -3.3949 7.0010 0.01 0.02 -0.04 0.30
Cl -3.6983 4.5845 -7.8357 0.00 0.01 -0.02 -0.19
C -3.8360 4.4614 -6.0612 0.05 -0.07 0.07 -0.34
C -4.8711 5.4032 -5.5048 -0.05 -0.06 0.06 -0.40
Cl -4.3837 7.1113 -5.6625 -0.01 0.03 -0.01 -0.19
H -2.8555 4.6531 -5.6346 0.01 0.03 -0.03 0.26
H -4.1175 3.4350 -5.8336 -0.03 0.00 -0.01 0.26
H -5.0049 5.2062 -4.4428 0.05 0.00 0.01 0.29
H -5.8263 5.2835 -6.0090 0.01 0.04 -0.04 0.32